Entry from OMol25: a molecular structure, C24H31HgN5O7Si (wB97M-V/def2-TZVPD).

Computed properties:
spin multiplicity = 2
total charge = -1

Each line ends with the Löwdin charge.
Positions of all 69 atoms, in Å:
Hg 0.944749 -1.420947 -0.371017  1.29
O 2.943381 0.377086 2.898887  0.09
C 2.815753 -0.588959 1.996980  -0.52
O 3.345767 -0.575198 0.911612  0.05
C 1.997667 -1.757688 2.464121  -0.22
C 1.999728 -2.108689 3.784067  -0.03
C 1.270657 -3.267525 4.175497  -0.09
C 0.584029 -3.958269 3.223569  -0.04
C 0.582069 -3.543152 1.871545  -0.21
N 1.327965 -2.429790 1.502081  0.00
C -0.121301 -4.211745 0.812158  -0.52
O -0.926338 -5.276431 1.135020  0.07
O -0.007621 -3.938170 -0.374629  -0.01
H 3.082136 1.218261 2.392269  0.09
H 2.547518 -1.508027 4.494057  0.11
H 1.267794 -3.595058 5.206268  0.09
H 0.050191 -4.854200 3.519636  0.10
H -1.022191 -5.328670 2.090672  0.07
C -3.134562 -2.029148 -1.235952  -0.02
C -2.326921 -1.183659 -2.177611  -0.34
C -2.900240 -0.486256 -3.233890  -0.07
C -2.065521 0.301250 -4.023426  -0.10
C -0.715139 0.384345 -3.763498  -0.05
C -0.194964 -0.347627 -2.671805  -0.47
N -1.023816 -1.108155 -1.932170  0.09
N 1.091741 -0.360570 -2.237876  -0.17
Si 2.438835 0.505246 -2.891728  0.37
C 2.577910 0.330079 -4.766888  -0.18
C 4.013190 -0.206984 -2.189705  -0.18
C 2.303432 2.321549 -2.448644  -0.16
H -3.958098 -2.518350 -1.757875  0.07
H -3.547619 -1.405040 -0.440280  0.07
H -2.491159 -2.777422 -0.777816  0.07
H -3.962378 -0.553922 -3.428654  0.10
H -2.483585 0.865739 -4.849734  0.10
H -0.073332 1.013559 -4.360991  0.08
H 2.560694 -0.725762 -5.049130  0.03
H 3.537750 0.745242 -5.087533  0.02
H 1.797036 0.839781 -5.331234  0.01
H 4.000423 -1.298765 -2.230257  0.03
H 4.152412 0.080534 -1.148842  0.01
H 4.869506 0.145699 -2.771206  0.03
H 1.391998 2.760618 -2.864216  0.02
H 3.156374 2.905360 -2.804371  0.03
H 2.258624 2.413902 -1.359978  0.02
C -1.776032 1.175678 3.979692  -0.07
C -2.611291 1.381104 2.720134  -0.18
C -1.773770 1.803665 1.502412  -0.31
C -2.679994 1.943619 0.263804  -0.16
C -1.930217 2.369183 -0.993854  -0.06
C -1.161914 3.160278 1.785312  -0.44
O -1.830963 4.135241 2.076422  0.07
N 0.195461 3.229266 1.696160  0.21
C 1.068227 2.157845 1.424843  -0.51
O 2.275210 2.424559 1.490665  0.00
N 0.577612 0.952342 1.113487  0.17
C -0.746719 0.704595 1.206485  -0.47
O -1.188052 -0.431271 1.025628  0.00
H -2.406843 0.868942 4.815321  0.07
H -1.266310 2.097501 4.270397  0.08
H -1.021192 0.401208 3.827221  0.08
H -3.366998 2.151215 2.887178  0.12
H -3.115925 0.451790 2.452821  0.12
H -3.460466 2.668597 0.505530  0.12
H -3.150674 0.971678 0.104371  0.11
H -1.480024 3.357491 -0.872363  0.08
H -2.606525 2.410049 -1.848341  0.07
H -1.135827 1.660927 -1.240071  0.06
H 0.638687 4.110424 1.909265  0.16

Force components x, y, z for each atom (eV/Å):
Hg 0.3 -0.1 0.0
O 0.0 -0.2 0.2
C 0.2 -0.1 0.1
O -0.1 0.1 -0.1
C -0.1 0.1 0.1
C 0.0 0.0 0.0
C 0.0 0.0 0.0
C 0.0 0.0 -0.1
C 0.0 0.1 0.0
N 0.0 0.1 0.0
C 0.3 -0.3 -0.1
O -0.1 0.1 0.0
O -0.1 0.2 0.0
H -0.1 0.0 -0.1
H 0.0 0.0 0.0
H 0.0 0.0 0.0
H 0.0 0.0 0.0
H 0.0 0.0 0.0
C 0.0 0.0 0.0
C 0.1 0.1 -0.1
C 0.0 0.0 0.0
C 0.0 0.0 0.0
C 0.0 0.0 0.0
C 0.1 0.0 0.0
N -0.2 -0.1 0.1
N -0.2 -0.1 0.0
Si 0.1 0.1 0.0
C 0.0 0.0 0.0
C 0.0 0.0 0.0
C 0.0 0.0 0.0
H 0.0 0.0 0.0
H 0.0 0.0 0.0
H 0.0 0.0 0.0
H 0.0 0.0 0.0
H 0.0 0.0 0.0
H 0.0 0.0 0.0
H 0.0 0.0 0.0
H 0.0 0.0 0.0
H 0.0 0.0 0.0
H 0.0 0.0 0.0
H 0.0 0.0 0.0
H 0.0 0.0 0.0
H 0.0 0.0 0.0
H 0.0 0.0 0.0
H 0.0 0.0 0.0
C 0.0 0.0 0.0
C 0.0 0.0 0.0
C 0.0 0.0 0.0
C 0.0 0.0 0.0
C 0.0 0.0 0.0
C 0.0 0.0 0.0
O 0.0 0.0 0.0
N 0.0 0.0 0.0
C 0.0 0.0 -0.2
O -0.1 0.2 -0.1
N 0.0 0.0 0.2
C 0.0 0.0 0.0
O 0.0 0.0 0.0
H 0.0 0.0 0.0
H 0.0 0.0 0.0
H 0.0 0.0 0.0
H 0.0 0.0 0.0
H 0.0 0.0 0.0
H 0.0 0.0 0.0
H 0.0 0.0 0.0
H 0.0 0.0 0.0
H 0.0 0.0 0.0
H 0.0 0.0 0.0
H 0.0 0.0 0.0

***

Entry from OMol25: a molecular structure, C29H23Br2IN4O3Ru (wB97M-V/def2-TZVPD).

Computed properties:
spin multiplicity = 5
total charge = +2

Each line ends with the Löwdin charge.
Positions of all 63 atoms, in Å:
Ru 1.077138 0.123924 0.092741  1.41
C 0.439676 2.704637 -3.757834  -0.01
C -0.216709 3.224662 -2.518305  -0.25
N -0.958189 4.297366 -2.586972  0.15
C -1.549943 4.788600 -1.473259  -0.06
C -1.443548 4.219019 -0.236255  -0.13
C -2.118376 4.840241 0.960257  -0.19
O -1.193441 5.141098 2.000557  -0.05
C -0.660202 3.031557 -0.126829  -0.07
C -0.503701 2.423120 1.147169  -0.02
N 0.148359 1.326113 1.437972  -0.09
C 0.223005 1.010616 2.839630  -0.36
C 0.556766 2.001362 3.758954  -0.02
C 0.648210 1.701151 5.108312  -0.03
C 0.414604 0.408927 5.552198  -0.04
C 0.083988 -0.589777 4.646809  -0.12
C -0.007265 -0.280709 3.300455  -0.62
I -0.526913 -1.782103 1.947008  1.14
C -0.032421 2.532707 -1.278689  -0.25
O 0.718250 1.460995 -1.300878  -0.18
H 0.177183 3.344394 -4.595053  0.09
H 0.118734 1.681598 -3.967526  0.08
H 1.524631 2.683514 -3.642637  0.09
H -2.132318 5.691426 -1.612919  0.13
H -2.850107 4.156117 1.395039  0.13
H -2.667486 5.727462 0.642134  0.13
H -0.770686 5.986152 1.813979  0.11
H -0.968816 2.932458 1.984176  0.13
H 0.756529 3.007881 3.410173  0.13
H 0.908355 2.479987 5.811684  0.12
H 0.485056 0.169984 6.604356  0.12
H -0.107990 -1.596386 4.991679  0.11
C -2.562688 -0.190372 -0.712678  -0.03
C -1.724494 -0.969594 -1.673893  -0.29
C -2.339517 -1.619811 -2.762838  0.04
C -1.588326 -2.292667 -3.685224  0.02
C -0.187902 -2.309382 -3.542238  -0.16
C 0.725050 -2.926950 -4.463590  -0.58
Br 0.084192 -3.825669 -5.948686  0.97
C 2.101651 -2.860066 -4.277078  -0.13
C 2.633462 -2.192781 -3.192399  -0.58
Br 4.466577 -2.085028 -2.939917  0.94
C 1.776531 -1.565394 -2.232741  -0.33
O 2.238662 -0.941378 -1.237854  -0.15
C 0.340761 -1.654147 -2.429807  -0.14
N -0.410449 -1.023709 -1.504362  0.09
H -3.217371 0.487427 -1.261966  0.11
H -1.946527 0.385759 -0.028035  0.03
H -3.201030 -0.858086 -0.131032  0.09
H -3.415387 -1.569516 -2.861471  0.14
H -2.056372 -2.790643 -4.523090  0.10
H 2.761474 -3.330677 -4.992386  0.12
C 4.795527 -1.098700 3.047308  -0.01
C 4.331661 0.206034 2.987549  -0.01
C 3.240863 0.487840 2.190470  -0.11
N 2.616051 -0.455356 1.469215  -0.10
C 3.082501 -1.712224 1.509302  -0.15
C 4.158857 -2.072614 2.292575  -0.01
H 5.645905 -1.352053 3.665800  0.13
H 4.804485 1.000772 3.546057  0.12
H 2.851704 1.494544 2.117871  0.11
H 2.568760 -2.439978 0.897159  0.10
H 4.492019 -3.100279 2.301355  0.12

Force components x, y, z for each atom (eV/Å):
Ru 0.0 -0.1 0.0
C 0.0 0.0 0.0
C 0.0 0.0 0.0
N 0.0 0.0 0.1
C 0.0 0.0 0.0
C 0.0 -0.1 -0.1
C 0.0 0.0 0.0
O 0.0 0.0 0.0
C 0.0 0.0 0.0
C 0.0 0.0 0.0
N 0.0 0.0 0.0
C 0.0 0.0 0.1
C 0.0 0.0 -0.1
C 0.0 0.0 0.0
C 0.0 0.0 0.0
C 0.0 0.0 0.0
C 0.0 0.0 0.0
I 0.0 0.0 0.0
C 0.0 0.0 0.0
O 0.0 0.1 0.0
H 0.0 0.0 0.0
H 0.0 0.0 0.0
H 0.0 0.0 0.0
H 0.0 0.0 0.0
H 0.0 0.0 0.0
H 0.0 0.0 0.0
H 0.0 0.0 0.0
H 0.0 0.0 0.0
H 0.0 0.0 0.0
H 0.0 0.0 0.0
H 0.0 0.0 0.0
H 0.0 0.0 0.0
C 0.0 0.0 0.0
C 0.0 0.0 0.0
C 0.0 0.0 0.0
C 0.0 0.0 0.0
C 0.0 0.0 0.0
C 0.0 0.0 0.0
Br 0.0 0.0 0.0
C 0.0 0.0 0.0
C 0.0 0.0 0.0
Br 0.0 0.0 0.0
C 0.0 0.0 0.0
O 0.0 0.0 0.0
C 0.0 0.0 0.0
N 0.0 0.0 0.0
H 0.0 0.0 0.0
H 0.0 0.0 0.0
H 0.0 0.0 0.0
H 0.0 0.0 0.0
H 0.0 0.0 0.0
H 0.0 0.0 0.0
C 0.0 0.0 0.0
C 0.0 0.0 0.0
C 0.0 0.0 0.0
N 0.0 0.0 0.0
C 0.0 0.0 0.0
C 0.0 0.0 0.0
H 0.0 0.0 0.0
H 0.0 0.0 0.0
H 0.0 0.0 0.0
H 0.0 0.0 0.0
H 0.0 0.0 0.0

***

The records above yield energy relative to the best compared isomer or geometry (same formula, charge and spin) values of 0.00 0.00 kcal/mol, respectively.